The following is a quantum chemistry calculation of a structure of composition C44H26ClF5KN5O8STe at a distorted geometry, from OMol25.

XYZ file:
```
92
Properties=species:S:1:pos:R:3:nbo_charge:R:1
K 2.340 1.106 0.106 0.92
O -2.925 3.493 -0.444 -0.71
C -1.686 2.920 -0.526 0.78
O -1.600 1.717 -0.710 -0.58
C -0.579 3.866 -0.401 0.03
C -0.806 5.228 -0.169 -0.21
C 0.289 6.062 -0.030 -0.20
C 1.555 5.513 -0.125 -0.18
C 1.685 4.153 -0.423 0.12
N 0.646 3.353 -0.556 -0.39
C 3.089 3.538 -0.611 0.70
O 3.995 4.071 0.031 -0.71
O 3.146 2.560 -1.374 -0.78
H -3.571 2.772 -0.469 0.50
H -1.815 5.602 -0.094 0.23
H 0.155 7.120 0.160 0.21
H 2.449 6.099 0.015 0.24
C 0.564 -4.140 2.005 -0.26
C 0.874 -2.900 1.462 0.03
N 0.118 -1.816 1.617 -0.44
C -0.946 -1.918 2.450 0.25
C -1.316 -3.128 3.078 -0.12
C -0.549 -4.272 2.809 -0.16
C -2.417 -3.142 3.979 -0.19
C -3.121 -2.016 4.246 -0.20
C -2.788 -0.788 3.613 -0.01
C -3.479 0.403 3.864 -0.18
C -3.068 1.553 3.231 -0.24
C -1.992 1.487 2.341 0.07
N -1.340 0.385 2.052 -0.38
C -1.703 -0.739 2.700 0.13
H 1.215 -4.981 1.819 0.21
H 1.780 -2.747 0.896 0.23
H -0.822 -5.220 3.253 0.20
H -2.665 -4.079 4.463 0.20
H -3.942 -2.024 4.954 0.20
H -4.309 0.404 4.560 0.20
H -3.554 2.498 3.425 0.21
H -1.640 2.387 1.856 0.18
O 5.425 -2.055 -3.593 -0.70
C 4.615 -1.631 -4.528 0.78
O 4.895 -1.700 -5.709 -0.64
C 3.315 -1.048 -4.095 -0.27
C 2.379 -0.495 -4.959 0.16
Cl 2.415 -0.330 -6.646 0.06
N 1.357 -0.008 -4.214 -0.20
N 1.589 -0.214 -2.918 -0.22
C 2.739 -0.845 -2.806 0.05
C 3.215 -1.254 -1.433 0.77
O 4.326 -1.819 -1.349 -0.71
O 2.452 -1.026 -0.482 -0.77
C 0.187 0.671 -4.594 0.12
C -0.617 0.216 -5.634 -0.21
C -1.814 0.862 -5.893 -0.22
C -2.194 1.964 -5.147 -0.22
C -1.372 2.431 -4.133 -0.21
C -0.189 1.778 -3.839 -0.14
H 5.027 -1.963 -2.622 0.51
H -0.331 -0.647 -6.214 0.23
H -2.459 0.489 -6.675 0.21
H -3.139 2.449 -5.350 0.20
H -1.661 3.295 -3.552 0.21
H 0.444 2.099 -3.028 0.26
C -2.010 -0.737 -2.086 -0.70
Te -0.391 -0.619 -0.582 0.77
C 0.022 -2.557 -1.427 -0.74
C -1.191 -3.065 -2.111 0.07
C -1.336 -4.409 -2.427 -0.23
C -2.481 -4.868 -3.053 -0.24
C -3.490 -3.978 -3.377 -0.24
C -3.346 -2.635 -3.075 -0.21
C -2.206 -2.166 -2.436 -0.05
H -1.715 -0.181 -2.974 0.21
H -2.933 -0.293 -1.716 0.21
H 0.350 -3.263 -0.665 0.22
H 0.843 -2.464 -2.136 0.21
H -0.544 -5.100 -2.172 0.20
H -2.586 -5.919 -3.291 0.19
H -4.389 -4.329 -3.867 0.19
H -4.128 -1.935 -3.336 0.19
F 4.064 0.876 9.040 -0.32
C 3.291 0.968 7.923 0.19
C 3.833 1.397 6.712 0.30
F 5.147 1.721 6.663 -0.33
C 3.044 1.495 5.587 0.27
F 3.623 1.904 4.436 -0.31
C 1.657 1.191 5.590 -0.25
S 0.667 1.364 4.241 -0.42
C 1.156 0.744 6.841 0.27
F -0.152 0.408 6.949 -0.32
C 1.939 0.637 7.968 0.26
F 1.398 0.211 9.140 -0.32
```

Orbital gap (eV): 5.124
Total charge: -2
2S+1: 1
Energy (eV): -130447.4831